The following is a quantum chemistry calculation of 3 unconnected molecules or ions with the total composition C3H12O2S2, from the OMol25 dataset.

The geometry in XYZ format:
```
19
Properties=species:S:1:pos:R:3:forces:R:3:mulliken_charge:R:1
C 0.01684 -0.17279 -1.52832 -0.029 0.786 0.495 -1.12
C -1.23390 -0.88493 -1.07260 0.437 -1.492 -1.025 -0.36
S -2.12977 -0.32667 0.37217 -0.940 -0.588 0.125 -0.12
S -1.13952 1.15296 1.22764 0.450 1.299 -0.101 -0.09
C -0.34156 0.58624 2.71823 0.528 0.438 0.821 -0.77
H 0.75494 -0.09560 -0.73056 0.014 -0.278 0.152 0.21
H -0.20537 0.86554 -1.76844 -0.016 0.044 -0.348 0.39
H 0.48034 -0.67713 -2.37198 -0.124 -0.002 -0.150 0.40
H -1.96974 -0.96565 -1.87599 -0.120 0.676 -0.054 0.32
H -1.00125 -1.94638 -0.96961 0.257 -0.078 0.611 0.28
H -1.05409 0.08047 3.37000 0.272 -0.304 -0.144 0.29
H 0.63507 0.10259 2.61905 -0.465 -0.448 -0.267 0.29
H -0.09026 1.52727 3.23134 -0.238 -0.051 -0.123 0.27
O 2.56062 -2.63949 -0.49008 0.333 -0.161 0.886 -0.63
H 2.68367 -1.81765 -0.97389 -0.420 -0.489 -0.461 0.31
H 2.02197 -3.30352 -0.93199 0.086 0.650 -0.435 0.31
O 3.68940 2.01225 -2.35973 0.335 -0.210 -0.038 -0.64
H 3.14395 2.59777 -2.89627 -0.176 -0.152 0.416 0.32
H 3.22333 1.76140 -1.55282 -0.184 0.359 -0.361 0.32
```
Forces are in eV/Å.

Computed properties:
- energy above the lowest of the compared OMol25 structures with the same formula, charge and spin (kcal per mole) = 22.3
- 2S+1 = 1
- HOMO-LUMO gap (eV) = 9.1
- structure (SMILES) = CCSSC.O.O